No. 1
DFT (wB97M-V/def2-TZVPD) results for the ion C4H11N2O with charge +1 at a distorted geometry.

As for the largest force on an atom: 6.974 eV Å⁻¹. The net charge is +1. The value obtained for the LUMO energy (spin up / spin down) is -0.20416 / -0.20420 Eh. For the gap between HOMO and LUMO (spin up / spin down), the calculation gives 9.39 / 9.39 eV. The energy above the lowest of the compared OMol25 structures with the same formula, charge and spin comes out at 547.69 kJ/mol.

Positions of all 18 atoms, in Å:
C1 1.306 1.718 0.588
C2 -0.163 1.287 0.760
N1 -0.363 -0.048 0.241
C3 -0.157 -1.159 1.239
N2 -0.378 -0.229 -1.143
C4 -0.764 -1.500 -1.693
O1 -0.227 0.796 -1.723
H1 1.432 1.768 -0.480
H2 1.309 2.694 1.002
H3 1.829 0.822 0.966
H4 -0.404 1.302 1.727
H5 -0.702 1.978 0.094
H6 -0.402 -0.668 2.107
H7 -0.880 -1.861 0.956
H8 0.928 -1.425 1.154
H9 0.157 -1.926 -2.142
H10 -1.337 -1.257 -2.564
H11 -1.183 -2.292 -1.090

Cartesian forces (eV/Å) of the 3 atoms listed first:
-1.48 -2.19 -0.65
1.37 0.93 -5.29
-0.15 -1.82 -1.67

How is the electron density shared among the atoms? According to Löwdin, the charges in e are:
1. C -0.0144
2. C -0.1725
3. N -0.0565
4. C 0.0728
5. N -0.1829
6. C 0.0806
7. O 0.1426
8. H 0.0653
9. H 0.0884
10. H 0.0947
11. H 0.0846
12. H 0.1436
13. H 0.0740
14. H 0.0734
15. H 0.1344
16. H 0.1429
17. H 0.1188
18. H 0.1102

***

No. 2
DFT (wB97M-V/def2-TZVPD) results for a cluster of 2 separate species, C7H16BrClNO4P in total at a distorted geometry.

As for the largest force on an atom: 3.395 eV Å⁻¹. The value obtained for the LUMO energy is -0.06172 Eh. For the gap between HOMO and LUMO, the calculation gives 6.01 eV.

Positions of all 31 atoms, in Å:
C1 2.326 0.930 -1.125
C2 2.176 -0.506 -0.328
P1 0.792 -1.645 -0.987
C3 1.099 -1.894 -2.894
C4 -0.941 -0.840 -0.895
C5 -1.320 0.337 -2.020
N1 -2.143 1.343 -1.246
C6 -2.601 0.747 0.085
C7 -1.613 -0.500 0.568
Br1 -0.494 0.271 2.034
H1 1.875 0.915 -2.204
H2 1.912 1.770 -0.424
H3 3.497 1.134 -1.229
H4 3.202 -1.086 -0.520
H5 2.115 -0.374 0.845
H6 1.501 -2.986 -3.064
H7 1.790 -1.071 -3.357
H8 0.033 -1.792 -3.420
H9 -1.634 -1.742 -1.257
H10 -2.157 -0.181 -2.691
H11 -0.477 0.695 -2.749
H12 -2.950 1.645 -1.865
H13 -1.561 2.200 -1.118
H14 -2.743 1.657 0.810
H15 -3.719 0.414 -0.152
H16 -2.374 -1.328 0.893
O1 -0.557 0.454 5.494
Cl1 0.881 0.378 5.662
O2 1.345 -0.937 5.263
O3 1.219 0.608 7.053
O4 1.518 1.386 4.837

Cartesian forces (eV/Å) of the 3 atoms listed first:
1.31 -0.06 0.98
1.30 0.81 -0.58
0.56 -0.80 0.51

How is the electron density shared among the atoms? According to Löwdin, the charges in e are:
1. C -0.1862
2. C -0.4479
3. P 0.8897
4. C -0.3146
5. C -0.4672
6. C -0.1323
7. N -0.0156
8. C -0.1778
9. C -0.5990
10. Br 0.7725
11. H 0.0433
12. H 0.0715
13. H 0.0889
14. H 0.0954
15. H 0.0635
16. H 0.0534
17. H 0.0420
18. H 0.0477
19. H 0.1177
20. H 0.1445
21. H 0.1367
22. H 0.1911
23. H 0.1841
24. H 0.1365
25. H 0.1532
26. H 0.1275
27. O -0.4274
28. Cl 0.6031
29. O -0.4004
30. O -0.3762
31. O -0.4178

***

No. 3
DFT (wB97M-V/def2-TZVPD) results for a cluster of 2 separate species, C11H20P in total at a distorted geometry.

As for the largest force on an atom: 3.787 eV Å⁻¹. The net charge is +1. The value obtained for the LUMO energy is -0.16205 Eh. For the gap between HOMO and LUMO, the calculation gives 7.91 eV. The energy above the lowest of the compared OMol25 structures with the same formula, charge and spin comes out at 199.62 kJ/mol.

Positions of all 32 atoms, in Å:
C1 -0.232 -1.699 0.195
C2 -0.272 -0.170 -1.920
C3 0.744 -1.975 -0.773
C4 0.744 -1.030 -1.861
C5 1.684 -3.100 -0.659
C6 1.803 -0.977 -2.994
C7 -0.542 2.334 3.304
C8 1.061 1.388 1.585
C9 -0.725 2.971 0.875
C10 -3.000 -0.748 -0.713
C11 -0.128 2.248 1.864
P1 -1.200 -0.363 -0.390
H1 -0.288 -2.188 1.094
H2 -0.553 0.504 -2.778
H3 1.404 -3.867 0.094
H4 2.646 -2.686 -0.358
H5 1.875 -3.544 -1.552
H6 1.765 -1.843 -3.569
H7 2.851 -0.748 -2.512
H8 1.574 -0.109 -3.624
H9 -1.044 1.429 3.453
H10 -1.183 3.262 3.547
H11 0.315 2.316 4.096
H12 1.045 0.895 0.557
H13 1.222 0.533 2.274
H14 1.874 2.135 1.536
H15 -0.370 2.803 -0.093
H16 -1.334 0.900 0.411
H17 -1.487 3.684 1.191
H18 -3.455 -0.978 0.224
H19 -3.140 -1.488 -1.427
H20 -3.655 0.110 -1.079

Cartesian forces (eV/Å) of the 3 atoms listed first:
1.93 0.34 -3.21
-1.25 1.16 -0.06
-2.25 0.10 3.05

How is the electron density shared among the atoms? According to Löwdin, the charges in e are:
1. C -0.1397
2. C -0.1504
3. C -0.2641
4. C -0.3088
5. C -0.0085
6. C -0.0050
7. C -0.0692
8. C -0.0839
9. C 0.0112
10. C -0.1753
11. C -0.4679
12. P 1.0163
13. H 0.0649
14. H 0.1274
15. H 0.1165
16. H 0.1125
17. H 0.0566
18. H 0.0584
19. H 0.1390
20. H 0.0806
21. H 0.0504
22. H 0.1134
23. H 0.1222
24. H 0.0603
25. H 0.0934
26. H 0.1074
27. H 0.0408
28. H 0.0678
29. H 0.0787
30. H 0.0379
31. H 0.0243
32. H 0.0927

***

No. 4
DFT (wB97M-V/def2-TZVPD) results for the ion C8H16N with charge +1 at a distorted geometry.

As for the largest force on an atom: 5.146 eV Å⁻¹. The net charge is +1. The value obtained for the LUMO energy is -0.15256 Eh. For the gap between HOMO and LUMO, the calculation gives 9.23 eV. The energy above the lowest of the compared OMol25 structures with the same formula, charge and spin comes out at 314.48 kJ/mol.

Positions of all 25 atoms, in Å:
C1 1.055 -0.505 -1.091
C2 1.444 0.438 0.017
C3 2.938 0.486 0.293
C4 0.543 1.264 0.534
N1 -0.793 0.869 0.357
C5 -1.636 1.961 -0.032
C6 -0.939 -0.405 0.204
C7 -2.261 -0.933 -0.384
C8 -0.358 -1.411 1.216
H1 1.393 0.006 -1.973
H2 0.030 -0.682 -1.249
H3 1.707 -1.404 -1.245
H4 3.030 -0.099 1.105
H5 3.210 1.508 0.594
H6 3.488 0.147 -0.526
H7 0.561 2.129 1.134
H8 -1.492 2.813 0.724
H9 -2.543 1.635 -0.281
H10 -1.242 2.365 -1.050
H11 -2.686 -0.180 -0.917
H12 -3.001 -1.099 0.431
H13 -2.320 -1.802 -1.088
H14 -1.251 -1.488 1.790
H15 0.520 -1.047 1.838
H16 0.048 -2.267 0.693

Cartesian forces (eV/Å) of the 3 atoms listed first:
2.96 -0.29 -0.69
1.31 0.40 -0.90
-2.52 3.47 -1.18

How is the electron density shared among the atoms? According to Löwdin, the charges in e are:
1. C -0.0195
2. C -0.2599
3. C 0.0149
4. C -0.0410
5. N -0.1072
6. C 0.0284
7. C -0.2957
8. C 0.0238
9. C 0.0287
10. H 0.1091
11. H 0.0591
12. H 0.1397
13. H 0.0532
14. H 0.1123
15. H 0.0745
16. H 0.1301
17. H 0.1483
18. H 0.0360
19. H 0.1571
20. H 0.0307
21. H 0.1270
22. H 0.1316
23. H 0.0910
24. H 0.1243
25. H 0.1036

***

No. 5
DFT (wB97M-V/def2-TZVPD) results for a cluster of 2 separate species, C24H26N2O4 in total at a distorted geometry.

As for the largest force on an atom: 2.417 eV Å⁻¹. The value obtained for the LUMO energy is -0.06621 Eh. For the gap between HOMO and LUMO, the calculation gives 5.68 eV. The energy above the lowest of the compared OMol25 structures with the same formula, charge and spin comes out at 441.04 kJ/mol.

Positions of all 56 atoms, in Å:
C1 -1.739 1.607 1.135
C2 -3.050 0.904 0.843
C3 -4.231 1.476 1.639
O1 -3.401 1.032 -0.537
C4 -2.742 0.215 -1.420
O2 -3.046 0.327 -2.588
C5 -1.802 -0.820 -0.843
C6 -1.182 -1.619 -1.917
C7 -0.428 -0.633 -2.807
C8 0.329 0.373 -2.208
C9 0.924 1.350 -3.004
C10 0.754 1.327 -4.391
C11 1.440 2.302 -5.199
N1 2.044 3.064 -5.850
C12 -0.038 0.330 -4.976
C13 -0.613 -0.659 -4.187
C14 -2.498 -1.412 0.277
O3 -2.678 -2.598 0.489
O4 -3.030 -0.508 1.190
H1 -0.899 1.099 0.650
H2 -1.786 2.636 0.755
H3 -1.561 1.669 2.214
H4 -5.120 0.861 1.460
H5 -4.000 1.453 2.706
H6 -4.442 2.507 1.347
H7 -0.518 -2.372 -1.486
H8 -1.958 -2.149 -2.495
H9 0.446 0.395 -1.119
H10 1.509 2.144 -2.540
H11 -0.224 0.341 -6.047
H12 -1.270 -1.420 -4.611
C15 -0.015 -3.627 1.566
N2 -0.124 -2.176 1.666
C16 -0.720 -1.663 2.889
C17 0.534 -1.421 0.773
C18 1.585 -0.479 1.141
C19 1.612 0.293 2.336
C20 2.685 1.141 2.607
C21 3.733 1.330 1.696
C22 4.782 2.372 1.952
C23 3.800 0.469 0.589
C24 2.733 -0.372 0.296
H13 -0.652 -4.074 2.333
H14 -0.315 -3.960 0.564
H15 1.029 -3.933 1.741
H16 -1.615 -2.265 3.095
H17 -0.014 -1.756 3.728
H18 -1.005 -0.608 2.777
H19 0.653 -1.901 -0.204
H20 0.806 0.220 3.065
H21 2.690 1.724 3.534
H22 5.148 2.796 1.014
H23 4.386 3.205 2.543
H24 5.649 1.968 2.490
H25 4.677 0.489 -0.069
H26 2.770 -0.996 -0.603

Cartesian forces (eV/Å) of the 3 atoms listed first:
0.35 0.22 0.05
-0.81 -0.58 -0.17
0.24 -0.20 -0.16

How is the electron density shared among the atoms? According to Löwdin, the charges in e are:
1. C 0.0096
2. C -0.5233
3. C 0.0173
4. O 0.0714
5. C -0.4067
6. O 0.1168
7. C -0.1277
8. C -0.1232
9. C -0.2045
10. C -0.0313
11. C -0.0159
12. C -0.2386
13. C -0.1825
14. N 0.1371
15. C -0.0152
16. C -0.0180
17. C -0.4760
18. O 0.0823
19. O 0.0311
20. H 0.0620
21. H 0.1055
22. H 0.0862
23. H 0.0985
24. H 0.0872
25. H 0.0942
26. H 0.0981
27. H 0.1368
28. H 0.0850
29. H 0.1181
30. H 0.1195
31. H 0.1245
32. C -0.0126
33. N -0.1678
34. C -0.0312
35. C 0.0086
36. C -0.1728
37. C -0.0091
38. C -0.0266
39. C -0.2572
40. C -0.0467
41. C -0.0229
42. C -0.0172
43. H 0.1009
44. H 0.1013
45. H 0.1025
46. H 0.1104
47. H 0.1056
48. H 0.0796
49. H 0.1172
50. H 0.0904
51. H 0.1213
52. H 0.0841
53. H 0.0828
54. H 0.0921
55. H 0.1254
56. H 0.1237

***

No. 6
DFT (wB97M-V/def2-TZVPD) results for an isolated molecule of C3H3NS3 at a distorted geometry.

As for the largest force on an atom: 4.801 eV Å⁻¹. The value obtained for the LUMO energy (spin up / spin down) is -0.00791 / -0.00794 Eh. For the gap between HOMO and LUMO (spin up / spin down), the calculation gives 7.50 / 7.50 eV. The energy above the lowest of the compared OMol25 structures with the same formula, charge and spin comes out at 359.72 kJ/mol.

Positions of all 10 atoms, in Å:
C1 0.146 1.548 0.122
C2 0.585 0.354 0.065
C3 -1.286 -1.008 -0.098
N1 1.495 -0.616 0.092
S1 -0.965 -2.534 -0.027
S2 -1.576 2.018 0.005
S3 -2.537 0.079 0.067
H1 0.816 2.545 0.208
H2 2.100 -0.789 -0.705
H3 1.223 -1.598 0.271

Cartesian forces (eV/Å) of the 3 atoms listed first:
0.49 3.95 0.07
-1.67 -4.48 -0.44
1.28 3.37 0.68

How is the electron density shared among the atoms? According to Löwdin, the charges in e are:
1. C -0.5319
2. C -0.2900
3. C -1.2148
4. N 0.0329
5. S 0.6643
6. S 0.5172
7. S 0.5678
8. H 0.1299
9. H 0.1077
10. H 0.0169

***

> What is the formula in the first record?

C4H11N2O